H6O3 | ωB97M-V with the def2-TZVPD basis set

Energy above the lowest of the compared OMol25 structures with the same formula, charge and spin (kJ/mol): 58.7
2S+1: 1
SMILES string: O.O.O
Lowest unoccupied orbital energy (eV): 0.7
HOMO level (eV): -11.31

XYZ file:
```
9
H6O3 (ωB97M-V with the def2-TZVPD basis set)
O -0.40 -1.71 3.71
H -0.88 -1.00 3.28
H -1.06 -2.39 3.86
O -1.00 -0.99 -0.80
H -1.76 -1.01 -1.39
H -0.35 -0.45 -1.27
O 1.89 2.16 -2.32
H 1.69 2.39 -3.22
H 1.88 3.00 -1.85
```

H6O3 | ωB97M-V with the def2-TZVPD basis set

Energy above the lowest of the compared OMol25 structures with the same formula, charge and spin (kJ/mol): 44.0
2S+1: 1
SMILES string: O.O.O
Lowest unoccupied orbital energy (eV): 0.6
HOMO level (eV): -11.19

XYZ file:
```
9
H6O3 (ωB97M-V with the def2-TZVPD basis set)
O -3.12 -0.10 -0.90
H -3.84 0.33 -0.43
H -3.34 0.01 -1.83
O 0.22 0.25 0.59
H -0.61 0.22 0.12
H 0.57 1.12 0.40
O 3.65 -0.73 0.93
H 3.70 -0.67 -0.02
H 2.77 -0.43 1.15
```

H6O5Si2 | ωB97M-V with the def2-TZVPD basis set

Energy above the lowest of the compared OMol25 structures with the same formula, charge and spin (kJ/mol): 221.4
2S+1: 1
Lowest unoccupied orbital energy (spin up / spin down) (eV): -0.5 / -0.5
HOMO level (spin up / spin down) (eV): -7.56 / -7.56

XYZ file:
```
13
H6O5Si2 (ωB97M-V with the def2-TZVPD basis set)
O -2.57 0.28 1.11
O -2.43 -1.19 -1.07
O 1.99 -0.04 -1.34
O 2.34 -1.17 1.07
O 2.44 1.43 0.79
Si -1.82 0.18 -0.46
Si 1.67 0.11 0.22
H -2.75 1.16 1.52
H -3.06 -1.59 -0.50
H 1.58 -0.73 -1.88
H 1.83 -1.57 1.75
H 2.95 1.79 0.03
H -2.17 1.36 -1.23
```

H6P4 | ωB97M-V with the def2-TZVPD basis set

Energy above the lowest of the compared OMol25 structures with the same formula, charge and spin (kJ/mol): 0.0
2S+1: 1
SMILES string: [PH2]#[PH][PH]#[PH2]
Lowest unoccupied orbital energy (eV): 0.8
HOMO level (eV): -8.64

XYZ file:
```
10
H6P4 (ωB97M-V with the def2-TZVPD basis set)
P -1.63 1.90 -0.12
P -0.94 -0.26 -0.24
P 1.22 0.19 -0.33
P 1.92 -1.77 0.33
H -1.56 1.62 1.23
H -3.05 1.89 0.06
H -1.11 -0.52 -1.69
H 1.30 -0.06 -1.69
H 2.82 -1.26 1.05
H 1.02 -1.73 1.40
```

H6S2Si2 | ωB97M-V with the def2-TZVPD basis set

Energy above the lowest of the compared OMol25 structures with the same formula, charge and spin (kJ/mol): 0.0
2S+1: 3
Lowest unoccupied orbital energy (spin up / spin down) (eV): 0.7 / -2.4
HOMO level (spin up / spin down) (eV): -9.43 / -9.16

XYZ file:
```
10
H6S2Si2 (ωB97M-V with the def2-TZVPD basis set)
Si 2.54 0.56 0.02
Si -2.66 -0.26 -0.08
S 1.61 -1.23 0.76
S -1.48 0.09 1.69
H 3.93 0.12 0.22
H 2.59 0.16 -1.37
H 1.77 1.60 0.58
H -1.53 -0.13 -1.24
H -3.16 -1.69 -0.15
H -3.60 0.79 -0.42
```

H70O35 | ωB97M-V with the def2-TZVPD basis set

Energy above the lowest of the compared OMol25 structures with the same formula, charge and spin (kJ/mol): 346.8
2S+1: 1
Lowest unoccupied orbital energy (eV): -0.7
HOMO level (eV): -8.84

XYZ file:
```
105
H70O35 (ωB97M-V with the def2-TZVPD basis set)
O -18.17 6.51 -9.80
H -18.87 6.84 -9.24
H -17.36 6.69 -9.31
O -23.88 3.58 -8.61
H -24.79 3.28 -8.54
H -23.39 2.81 -8.87
O -19.91 0.58 -8.07
H -19.14 1.09 -7.84
H -20.39 1.12 -8.69
O -20.06 3.48 -3.76
H -20.32 3.87 -4.60
H -20.08 2.54 -3.91
O -21.25 5.02 -8.42
H -21.19 5.96 -8.56
H -22.18 4.86 -8.30
O -20.34 2.83 -9.65
H -20.64 3.08 -10.52
H -20.63 3.53 -9.08
O -17.93 2.02 -10.57
H -18.82 2.35 -10.47
H -17.53 2.60 -11.22
O -22.40 7.46 -11.38
H -22.13 6.82 -12.04
H -23.01 8.03 -11.85
O -21.94 0.69 -5.96
H -21.23 0.69 -5.32
H -21.50 0.70 -6.81
O -24.35 5.14 -12.34
H -23.61 5.52 -12.80
H -24.17 4.20 -12.32
O -18.71 4.04 -14.64
H -19.11 3.79 -15.47
H -18.68 4.99 -14.66
O -19.10 6.01 -12.40
H -18.96 6.92 -12.65
H -18.95 5.99 -11.46
O -17.78 2.02 -6.96
H -17.26 2.80 -7.11
H -17.25 1.49 -6.37
O -20.78 3.63 -12.21
H -20.09 4.29 -12.25
H -20.71 3.15 -13.03
O -20.21 7.19 -6.16
H -20.20 8.13 -5.99
H -20.88 7.08 -6.84
O -24.09 6.43 -6.61
H -24.70 5.71 -6.43
H -24.04 6.48 -7.56
O -24.42 0.23 -11.60
H -23.85 -0.51 -11.82
H -25.30 -0.14 -11.58
O -22.70 -1.91 -11.92
H -21.91 -1.38 -12.08
H -22.40 -2.81 -12.01
O -21.73 3.89 -15.55
H -22.37 3.81 -16.26
H -21.50 2.98 -15.34
O -22.44 0.78 -9.68
H -23.12 0.91 -10.35
H -22.90 0.35 -8.96
O -17.39 -0.97 -11.59
H -16.64 -1.40 -11.17
H -17.34 -0.06 -11.30
O -24.26 1.90 -15.00
H -23.51 2.14 -14.46
H -24.89 2.61 -14.87
O -24.24 6.59 -9.32
H -24.55 6.00 -10.00
H -23.53 7.08 -9.73
O -20.91 1.41 -14.37
H -21.44 0.66 -14.64
H -20.07 1.03 -14.11
O -23.37 2.52 -4.66
H -22.91 3.28 -5.03
H -22.86 1.77 -4.97
O -19.42 1.02 -4.69
H -18.89 0.94 -3.90
H -18.83 0.79 -5.40
O -21.04 7.72 -9.01
H -20.80 8.64 -8.87
H -21.29 7.67 -9.93
O -23.61 2.75 -12.55
H -23.76 1.82 -12.39
H -22.76 2.92 -12.16
O -19.76 -1.77 -6.82
H -19.84 -0.82 -6.95
H -19.92 -2.14 -7.69
O -16.75 3.68 -12.60
H -16.04 3.04 -12.70
H -17.35 3.49 -13.32
O -15.70 0.50 -8.68
H -16.26 0.53 -7.91
H -16.23 0.89 -9.38
O -21.81 4.43 -5.75
H -21.31 4.42 -6.57
H -22.34 5.22 -5.79
O -21.41 -1.91 -9.23
H -22.02 -1.55 -8.59
H -21.35 -1.23 -9.91
O -21.50 6.34 -13.89
H -21.63 5.61 -14.49
H -20.55 6.37 -13.76
O -20.37 -0.71 -11.78
H -20.63 0.21 -11.75
H -19.43 -0.70 -11.60
```

H7N2O5P3 | ωB97M-V with the def2-TZVPD basis set

2S+1: 3
Lowest unoccupied orbital energy (spin up / spin down) (eV): 0.7 / -2.8
HOMO level (spin up / spin down) (eV): -4.01 / -8.86

XYZ file:
```
17
H7N2O5P3 (ωB97M-V with the def2-TZVPD basis set)
N -0.77 -1.32 -0.81
N 0.02 -0.08 1.42
O -1.91 -1.58 1.42
O -0.06 -1.65 -3.12
O 0.20 0.59 -2.24
O 2.08 1.21 2.19
O 1.07 1.89 0.13
P -0.40 -1.63 0.82
P 0.56 -0.94 -1.80
P 1.51 0.48 0.82
H -1.65 -0.87 -1.06
H -0.74 0.58 1.58
H -2.30 -2.45 1.49
H 0.48 -1.51 -3.90
H 0.57 1.23 -1.63
H 2.43 0.57 2.81
H 1.13 2.59 0.78
```

H7N4OP | ωB97M-V with the def2-TZVPD basis set

Energy above the lowest of the compared OMol25 structures with the same formula, charge and spin (kJ/mol): 283.2
2S+1: 1
Lowest unoccupied orbital energy (spin up / spin down) (eV): 0.3 / -0.2
HOMO level (spin up / spin down) (eV): -7.61 / -8.12

XYZ file:
```
13
H7N4OP (ωB97M-V with the def2-TZVPD basis set)
N 0.41 -0.73 2.38
N -1.16 0.22 -1.90
N 1.27 0.61 -1.36
N -0.36 0.22 1.76
O 0.37 -1.74 -0.97
P -0.05 -0.30 -0.85
H 0.19 -1.77 2.10
H 1.49 -0.68 2.29
H -1.97 -0.26 -2.26
H -1.35 1.19 -1.83
H 1.37 1.52 -0.82
H 2.05 -0.13 -1.38
H -1.36 0.17 1.61
```

Q: What is the 2S+1 in the seventh record?
A: 3

Q: What is the 2S+1 in the first record?
A: 1